(1)
6 unconnected molecules or ions with the total composition C34H83Cl4N5 at a distorted geometry, computed with ωB97M-V/def2-TZVPD.

Each line ends with the Mulliken charge.
Positions of all 126 atoms, in Å:
1 Cl 0.850 21.936 19.657  -0.124
2 Cl 2.718 21.242 20.104  -0.480
3 Cl 2.897 24.803 22.439  -0.142
4 Cl -0.984 18.536 21.299  -0.191
5 N 4.404 24.899 17.717  0.366
6 N 2.369 29.393 21.288  0.264
7 N 1.048 24.938 25.276  0.753
8 N 6.306 24.729 25.768  0.150
9 N -0.075 26.385 16.628  0.721
10 C 4.337 26.103 18.452  -0.112
11 C 4.992 27.254 18.112  -1.049
12 C 2.230 23.340 21.609  -0.388
13 C 7.003 24.494 17.920  -1.593
14 C 5.358 26.818 26.597  -1.580
15 C 8.731 24.900 24.995  -1.344
16 C 6.072 23.333 25.707  -1.196
17 C 3.618 28.692 21.753  1.275
18 C 3.295 24.675 16.816  -0.874
19 C 3.231 31.055 19.684  -1.599
20 C 0.560 25.252 23.897  0.388
21 C 5.735 24.578 17.022  -0.575
22 C 1.991 24.501 17.630  -1.628
23 C 3.731 28.588 23.255  -2.383
24 C -1.772 27.994 16.277  -1.682
25 C 1.165 24.963 14.836  -0.854
26 C 0.496 20.556 20.730  -0.699
27 C 0.710 27.638 20.785  -1.094
28 C -0.577 25.554 18.973  -0.504
29 C -0.893 19.996 20.498  -0.617
30 C -0.624 27.740 16.997  -0.190
31 C 1.882 27.107 25.839  -2.100
32 C -0.663 25.387 17.445  -1.914
33 C 5.123 25.676 25.728  0.548
34 C 0.129 23.757 27.309  -1.509
35 C 1.275 28.609 21.690  -1.584
36 C 0.012 25.939 15.145  -1.363
37 C 0.181 24.046 22.964  -0.046
38 C 2.415 29.856 19.898  0.516
39 C -0.104 24.749 26.122  -0.806
40 C 7.219 25.208 24.693  0.190
41 C 3.501 22.538 21.089  -0.505
42 C 2.079 25.706 25.872  0.827
43 C 5.232 22.868 24.688  -0.715
44 H 1.068 23.963 15.394  0.227
45 H 0.440 26.026 19.307  -0.451
46 H -0.417 25.716 26.565  0.343
47 H 4.309 27.926 17.361  0.141
48 H 4.232 23.190 20.448  0.189
49 H 1.302 23.975 17.091  1.459
50 H 4.515 25.031 26.259  0.410
51 H 3.133 27.884 23.689  0.211
52 H 1.011 23.604 22.839  -0.665
53 H 4.731 21.977 25.329  0.241
54 H 5.841 25.284 16.213  0.493
55 H 0.708 24.240 28.013  0.381
56 H 0.636 27.559 19.786  1.220
57 H 4.284 27.100 26.819  0.268
58 H -0.468 24.694 19.555  0.519
59 H 7.736 24.118 17.247  0.525
60 H 9.495 24.837 24.230  0.443
61 H 5.507 23.467 16.598  0.322
62 H -1.922 29.082 16.032  0.401
63 H 5.119 27.727 19.141  0.090
64 H 4.824 25.809 19.305  0.625
65 H 6.908 23.611 18.443  0.396
66 H 5.949 27.182 17.542  0.395
67 H 2.781 29.047 19.220  -0.227
68 H 4.513 28.001 23.531  1.018
69 H -0.887 25.738 14.994  0.850
70 H 3.325 31.691 20.658  0.285
71 H -2.662 27.775 16.919  0.266
72 H 0.589 21.097 21.614  0.223
73 H 1.273 28.412 22.689  0.488
74 H -0.622 23.428 23.414  0.521
75 H 1.470 27.611 25.175  0.903
76 H 1.186 19.898 20.431  0.853
77 H 5.878 27.822 26.208  0.171
78 H -0.592 28.073 17.962  0.325
79 H 8.997 23.781 25.189  0.253
80 H 3.708 29.548 23.839  0.237
81 H 4.354 23.309 24.186  0.218
82 H -0.843 23.521 27.740  0.451
83 H 2.846 25.604 25.148  -0.697
84 H 0.008 24.556 17.488  0.700
85 H 4.765 25.976 24.882  -0.206
86 H 4.096 22.158 21.682  1.119
87 H -1.915 27.895 15.332  0.461
88 H -0.961 24.388 25.756  0.707
89 H 4.234 30.807 19.245  0.324
90 H -1.779 25.213 17.251  0.392
91 H 2.853 27.633 25.952  0.433
92 H 3.256 26.172 18.896  -0.248
93 H 1.601 23.836 20.763  -0.413
94 H 0.204 26.950 14.622  0.397
95 H -1.182 26.341 19.519  0.959
96 H 1.125 24.688 13.763  0.470
97 H 7.127 24.657 23.612  -0.065
98 H 5.723 22.395 23.920  0.470
99 H 2.168 25.386 15.154  -0.005
100 H 4.530 29.473 21.385  0.272
101 H 7.156 22.940 25.962  0.412
102 H 5.639 23.235 26.627  0.415
103 H 1.330 26.856 20.994  0.407
104 H -1.101 19.831 19.453  0.325
105 H -0.451 27.338 21.040  -0.009
106 H 2.891 31.725 18.981  0.514
107 H 0.584 22.834 26.936  0.290
108 H -0.359 25.868 24.020  0.606
109 H 2.473 25.086 26.793  0.392
110 H 1.341 30.160 19.496  0.154
111 H 3.686 27.733 21.222  -0.617
112 H -0.245 24.596 21.975  -0.092
113 H 0.313 29.280 21.658  0.270
114 H 1.623 25.429 17.707  0.740
115 H 1.327 25.869 23.414  -1.142
116 H 1.937 23.876 18.652  -0.789
117 H 3.557 23.714 16.606  0.651
118 H 7.320 25.516 18.135  0.318
119 H 0.173 28.218 16.368  0.273
120 H -1.649 20.692 20.635  0.430
121 H 3.119 25.423 15.930  0.194
122 H 9.323 25.479 25.908  0.227
123 H 1.188 27.355 26.788  0.172
124 H 5.784 26.817 27.627  0.348
125 H 1.507 22.745 22.341  0.541
126 H 7.234 26.269 24.609  0.323

For the relative energy (zero: lowest compared OMol25 entry of this formula, charge and spin), the calculation gives 10.5307 eV. As for the spin multiplicity: 1. As for the lowest unoccupied orbital energy: 0.5 eV. Its charge is 0.

=====

(2)
8 unconnected molecules or ions with the total composition C34H84N4O8 at a distorted geometry, computed with ωB97M-V/def2-TZVPD.

Each line ends with the Mulliken charge.
Positions of all 130 atoms, in Å:
1 O 4.707 3.199 2.317  -0.519
2 O 1.743 -3.576 -0.099  -0.439
3 O -1.255 6.658 2.866  -0.269
4 O -3.117 0.070 1.388  -0.534
5 O -5.211 -3.870 -4.347  -0.461
6 O -0.887 -3.900 0.987  -0.420
7 O -1.783 -1.499 -0.276  -0.268
8 O 3.037 0.931 -2.574  -0.093
9 N 2.597 -1.901 -2.205  -0.509
10 N -1.560 3.936 3.986  -0.779
11 N -5.397 -2.452 -4.343  0.156
12 N 4.594 1.896 2.913  0.391
13 C -4.656 0.267 -3.678  0.364
14 C -4.261 0.771 0.942  -0.460
15 C -0.369 4.410 3.219  1.217
16 C 4.146 2.980 5.141  -1.675
17 C -0.474 -5.857 -0.410  -0.952
18 C -1.633 7.893 3.521  -0.781
19 C 3.626 -0.228 4.476  -1.061
20 C -7.020 -2.491 -2.423  -1.722
21 C -5.595 -1.991 -2.945  1.933
22 C -4.485 -1.724 -5.258  1.838
23 C 4.974 1.958 4.378  1.397
24 C 2.144 1.634 2.495  -2.003
25 C -4.524 -2.461 -2.016  -1.703
26 C -4.752 -0.196 -5.161  -1.446
27 C 0.077 -0.096 -0.103  -0.863
28 C 3.912 -1.327 -2.245  2.120
29 C 6.457 2.408 4.581  -1.872
30 C -0.791 -0.823 -1.107  -0.335
31 C -0.633 4.021 1.714  -1.298
32 C 3.783 -3.727 1.031  -1.110
33 C -0.128 5.891 3.418  -1.134
34 C -3.784 1.675 -0.163  -0.143
35 C 3.558 1.056 2.304  2.424
36 C 3.556 -0.336 2.969  -1.148
37 C 4.864 0.537 4.929  -1.228
38 C 4.851 -2.409 -2.726  -1.467
39 C 2.920 2.099 -3.466  -0.927
40 C 3.848 0.815 0.817  -1.729
41 C 3.829 -0.125 -3.178  -1.431
42 C 2.301 -3.964 1.132  0.024
43 C -1.186 -5.281 0.781  -0.226
44 C -4.828 -2.114 -6.690  -1.889
45 C -2.997 -1.968 -4.957  -1.785
46 C -5.628 -0.460 -2.809  -1.252
47 H 6.627 3.441 4.277  0.352
48 H 4.344 4.011 4.850  0.368
49 H -4.393 -3.543 -2.038  0.457
50 H 2.396 1.988 -4.415  0.330
51 H 5.816 -1.940 -2.919  0.407
52 H 0.285 4.118 1.135  0.370
53 H 5.727 -0.111 4.780  0.357
54 H 2.420 2.916 -2.946  0.254
55 H -0.964 -5.834 1.694  0.287
56 H 4.824 0.352 0.671  0.606
57 H -0.124 -1.501 -1.640  0.335
58 H 1.746 1.685 3.508  0.462
59 H -1.002 2.996 1.713  0.076
60 H -5.788 -1.744 -7.051  0.378
61 H -0.479 0.717 0.363  0.123
62 H 3.833 1.760 0.274  0.675
63 H 4.109 -2.692 1.134  0.037
64 H 4.175 -4.251 1.903  0.474
65 H 0.028 6.126 4.471  0.481
66 H -4.009 0.379 -5.714  0.460
67 H -3.705 0.020 -3.205  -0.597
68 H -4.626 2.115 -0.697  0.425
69 H -7.826 -1.801 -2.672  0.408
70 H 0.523 3.885 3.562  -0.193
71 H -2.770 0.519 2.162  0.262
72 H -7.369 -3.401 -2.911  0.345
73 H 3.154 0.109 0.360  -0.408
74 H -2.577 -1.340 -4.170  0.188
75 H 7.085 1.733 4.000  0.431
76 H -2.221 -0.848 0.277  0.088
77 H 1.969 -1.116 -2.115  0.100
78 H 3.898 2.475 -3.766  0.342
79 H 2.003 2.593 1.996  0.636
80 H 2.499 -2.373 -1.317  0.212
81 H 2.676 -0.894 2.647  0.223
82 H -2.340 -1.819 -5.814  0.434
83 H -1.424 4.604 1.242  0.496
84 H -4.724 1.272 1.793  0.406
85 H -2.204 4.666 3.715  0.302
86 H 3.631 -1.200 4.969  0.418
87 H -5.919 -4.184 -4.914  0.371
88 H 4.855 0.200 -3.352  0.545
89 H 4.448 -2.788 -3.665  0.377
90 H -0.807 -5.334 -1.306  0.237
91 H 6.586 2.189 5.641  0.429
92 H -1.775 7.763 4.594  0.319
93 H 0.286 -0.682 0.793  0.256
94 H -4.145 -1.727 -7.446  0.372
95 H -5.005 0.070 0.564  0.221
96 H 0.805 6.145 2.916  0.402
97 H -6.633 -0.097 -3.023  0.453
98 H 4.767 0.725 5.998  0.528
99 H -2.922 -3.030 -4.722  0.384
100 H 3.493 -0.418 -4.172  0.430
101 H -4.870 -3.202 -6.729  0.445
102 H -5.510 -0.130 -1.777  0.133
103 H -2.551 8.307 3.104  0.231
104 H 4.372 -0.972 2.627  0.388
105 H 4.166 -0.949 -1.254  -0.666
106 H 5.316 2.989 1.605  0.363
107 H 1.027 0.305 -0.456  0.519
108 H 2.037 -4.995 1.365  0.396
109 H 1.398 0.959 2.077  0.020
110 H 4.281 -4.118 0.144  0.214
111 H -2.259 -5.466 0.728  0.379
112 H 0.800 -3.758 -0.071  -0.182
113 H 1.810 -3.492 1.983  0.262
114 H -4.705 -2.226 -0.967  0.368
115 H -4.697 1.353 -3.590  0.481
116 H -5.739 -0.014 -5.586  0.370
117 H -0.792 8.571 3.372  0.309
118 H -1.177 -0.118 -1.843  0.175
119 H 0.615 -5.886 -0.400  0.170
120 H -3.248 1.029 -0.859  -0.223
121 H -3.535 -2.145 -2.347  0.108
122 H -1.492 4.140 4.973  0.274
123 H -1.368 -3.288 0.425  0.231
124 H 4.459 3.019 6.184  0.470
125 H 2.703 0.207 4.860  0.327
126 H -7.065 -2.545 -1.336  0.338
127 H -0.724 -6.897 -0.621  0.447
128 H -3.076 2.417 0.206  0.049
129 H 3.065 2.879 5.041  0.313
130 H 4.933 -3.213 -1.995  0.230

Its SMILES is CC1(C)CCCC(C)(C)N1O.CC1(C)CCCC(C)(C)N1O.COC[C@H](C)N.COC[C@H](C)N.CCO.CCO.CCO.CCO. For the relative energy (zero: lowest compared OMol25 entry of this formula, charge and spin), the calculation gives 0.0000 eV. As for the spin multiplicity: 1. As for the lowest unoccupied orbital energy: 0.6 eV. Its charge is 0.

=====

(3)
16 unconnected molecules or ions with the total composition C34H84O26 at a distorted geometry, computed with ωB97M-V/def2-TZVPD.

Each line ends with the Mulliken charge.
Positions of all 144 atoms, in Å:
1 O 4.514 -24.755 13.585  0.239
2 O 4.349 -19.928 4.076  -0.669
3 O 3.654 -15.889 12.860  -0.364
4 O 9.060 -28.128 9.902  -0.402
5 O 5.604 -29.063 6.434  -0.529
6 O 0.623 -22.905 10.086  -0.234
7 O 4.025 -28.978 11.428  -0.371
8 O 6.183 -21.231 4.006  -0.418
9 O 8.499 -24.544 7.700  -0.678
10 O -0.293 -26.164 13.008  -0.583
11 O 5.688 -26.186 14.945  -0.611
12 O 2.153 -20.975 14.038  -0.583
13 O 2.895 -24.697 5.865  -0.622
14 O 7.637 -26.772 8.943  -0.597
15 O 0.497 -20.068 9.379  -0.585
16 O 5.606 -16.993 13.225  -0.547
17 O 4.058 -23.073 10.073  0.293
18 O 6.979 -21.287 11.679  -0.160
19 O 9.202 -21.540 11.349  -0.619
20 O 1.183 -28.613 8.121  -0.516
21 O 6.321 -25.605 12.830  0.023
22 O 4.440 -21.279 9.044  0.630
23 O 4.048 -23.133 7.780  0.019
24 O 7.919 -20.086 10.098  0.096
25 O 6.266 -16.945 7.499  -0.446
26 O 4.054 -17.682 11.745  -0.223
27 C 4.377 -29.054 7.133  -0.389
28 C 3.631 -28.605 12.786  -0.482
29 C 4.256 -22.341 4.503  0.995
30 C 4.052 -14.754 13.539  -0.202
31 C 7.444 -23.648 7.890  0.314
32 C 3.208 -26.083 5.933  -0.341
33 C 7.889 -27.868 9.427  0.276
34 C 9.059 -18.184 9.526  -1.134
35 C 1.730 -21.080 12.689  -0.300
36 C 5.505 -25.601 13.895  0.350
37 C 6.804 -22.501 12.417  -0.518
38 C 3.406 -24.459 14.460  0.252
39 C 3.752 -14.928 15.064  -1.098
40 C 5.274 -23.326 3.998  -0.561
41 C 6.237 -17.619 6.285  -0.637
42 C 1.257 -27.722 9.178  -0.294
43 C 8.160 -21.014 11.070  0.438
44 C 4.723 -25.437 9.847  -0.239
45 C 4.895 -21.017 4.229  0.230
46 C 7.933 -30.165 10.138  -0.661
47 C 4.793 -18.805 11.302  0.211
48 C 7.024 -29.169 9.463  0.973
49 C 6.570 -22.585 4.180  0.042
50 C 1.464 -19.173 9.075  -0.303
51 C 4.173 -22.568 8.855  -0.205
52 C 3.637 -24.427 10.321  1.398
53 C 9.275 -29.516 10.152  -0.434
54 C 7.494 -26.485 12.813  -0.825
55 C 0.579 -23.238 8.742  -0.616
56 C 4.859 -20.519 7.895  -0.655
57 C 0.247 -25.436 11.900  0.195
58 C 4.536 -16.933 12.700  0.684
59 C 8.989 -19.697 9.255  -0.246
60 C 2.625 -25.638 14.958  -1.304
61 H 4.951 -25.361 8.784  -0.118
62 H 1.574 -19.391 8.013  0.362
63 H 0.344 -27.129 9.233  0.232
64 H 3.663 -29.302 6.348  0.432
65 H 5.140 -19.410 12.140  0.298
66 H 4.277 -28.136 7.711  -0.214
67 H 7.620 -22.753 7.293  0.185
68 H 4.002 -14.010 15.595  0.364
69 H 0.559 -24.303 8.513  0.131
70 H 4.085 -22.405 5.578  -0.920
71 H 2.748 -29.162 13.099  0.399
72 H 5.094 -14.530 13.312  0.357
73 H 5.615 -29.828 5.854  0.276
74 H 7.586 -22.738 13.138  0.476
75 H 9.981 -29.858 9.395  0.285
76 H -0.565 -24.980 11.333  0.435
77 H 3.775 -23.761 15.210  0.318
78 H 3.260 -22.386 4.063  0.502
79 H 3.227 -26.242 15.637  0.359
80 H 1.425 -28.249 10.117  0.390
81 H 8.088 -31.153 9.704  0.316
82 H 0.738 -21.532 12.672  0.331
83 H 3.432 -24.674 11.363  -0.903
84 H 5.466 -19.649 8.144  -0.099
85 H 6.492 -24.126 7.658  -0.243
86 H 7.634 -30.331 11.173  0.248
87 H 4.387 -15.655 15.571  0.319
88 H 1.019 -24.708 12.148  -0.066
89 H -0.728 -25.526 13.577  0.326
90 H 5.673 -18.586 10.696  0.006
91 H 0.758 -26.107 11.210  -0.354
92 H 7.352 -23.311 8.922  -0.057
93 H 3.479 -27.528 12.861  -0.187
94 H 8.091 -26.355 11.911  0.221
95 H 8.058 -17.802 9.320  0.168
96 H 0.671 -21.946 10.092  0.222
97 H 4.330 -26.429 10.072  0.182
98 H 5.441 -21.030 7.128  -0.005
99 H 1.732 -25.273 15.466  0.432
100 H 3.295 -14.064 13.166  0.236
101 H 3.282 -24.196 6.586  0.276
102 H 5.671 -25.367 10.381  -0.145
103 H 2.663 -26.619 5.156  0.423
104 H 6.626 -16.074 7.314  0.313
105 H 1.033 -18.194 9.287  0.265
106 H 2.373 -19.285 9.666  -0.118
107 H 2.028 -26.981 8.964  -0.157
108 H 2.975 -20.479 14.054  0.304
109 H 2.086 -26.202 14.197  0.224
110 H 6.051 -29.002 9.925  -0.425
111 H 2.685 -15.106 15.198  0.291
112 H 9.756 -29.588 11.128  0.309
113 H 9.958 -20.160 9.444  0.422
114 H 6.376 -16.895 5.481  0.459
115 H 8.755 -19.840 8.200  0.184
116 H 4.007 -20.136 7.334  0.425
117 H 1.729 -20.125 12.164  0.322
118 H 5.314 -18.100 5.962  0.151
119 H 8.259 -25.420 8.010  0.600
120 H 9.286 -17.953 10.566  0.336
121 H 2.828 -26.514 6.858  -0.217
122 H 4.361 -29.860 7.867  0.453
123 H 7.285 -27.544 12.963  0.253
124 H 5.187 -24.305 4.470  0.163
125 H 4.174 -19.480 10.711  -0.445
126 H 2.729 -24.649 9.760  -0.406
127 H -0.338 -22.818 8.329  0.471
128 H 7.179 -22.979 3.366  0.412
129 H 2.403 -21.731 12.130  -0.063
130 H 8.203 -26.176 13.581  0.381
131 H 0.872 -29.451 8.470  0.335
132 H 4.464 -28.889 13.429  0.404
133 H 2.728 -23.893 13.821  -0.198
134 H 6.783 -29.482 8.446  -0.017
135 H -0.038 -20.225 8.598  0.350
136 H 1.483 -22.932 8.216  0.093
137 H 6.935 -23.330 11.721  0.015
138 H 5.775 -22.581 12.766  0.173
139 H 7.015 -18.374 6.170  0.194
140 H 9.755 -17.605 8.919  0.408
141 H 4.126 -29.928 11.517  0.215
142 H 6.989 -22.816 5.159  -0.136
143 H 4.276 -26.257 5.798  0.285
144 H 5.079 -23.504 2.940  0.319

As for the spin multiplicity: 1. As for the lowest unoccupied orbital energy: 0.1 eV. Its charge is 0.